Entry w
ORCA calculation (ωB97M-V/def2-TZVPD) on a 2-piece molecular cluster, C4H8Se overall.

Its charge is 0. The calculation puts the molar mass at 135.068 g mol⁻¹. Its multiplicity is 1.

Positions of all 13 atoms, in Å:
C1 -1.0554 -1.3538 0.4879
C2 -0.2407 -0.6336 -0.2355
C3 -0.6583 2.1232 0.0273
C4 1.1244 -1.0131 -0.7183
Se1 2.5877 0.1104 0.0580
H1 -0.7841 -2.3020 0.8037
H2 -1.9583 -0.9381 0.7030
H3 -0.4280 2.5273 0.9465
H4 -1.5053 1.6499 -0.2862
H5 -0.1964 2.5101 -0.7604
H6 1.1624 -0.5960 -1.8145
H7 1.2855 -2.0226 -0.5407
H8 2.7167 -0.3843 1.2842

Entry x
ORCA calculation (ωB97M-V/def2-TZVPD) on a 2-piece molecular cluster, C4H8Se overall.

Its charge is 0. The calculation puts the molar mass at 135.068 g mol⁻¹. Its multiplicity is 1.

Positions of all 13 atoms, in Å:
C1 -0.8565 0.9368 0.5112
C2 -1.6519 0.3027 -0.6116
C3 -0.6726 -0.4928 0.2433
C4 2.1799 -1.3641 -0.2932
Se1 3.0126 0.1818 -0.0567
H1 -0.0804 1.6000 0.1607
H2 -1.2593 1.3530 1.5336
H3 -2.7168 0.0144 -0.3673
H4 -1.3609 0.6885 -1.6005
H5 -1.2096 -1.0384 0.8969
H6 0.2532 -1.0581 -0.1152
H7 2.4278 -2.1136 0.5663
H8 1.9346 0.9898 -0.8675

Entry y
ORCA calculation (ωB97M-V/def2-TZVPD) on one molecule with the formula C4H8Se.

Its charge is 0. The calculation puts the molar mass at 135.068 g mol⁻¹. Its multiplicity is 1.

Positions of all 13 atoms, in Å:
C1 -0.8291 0.8405 -0.2859
C2 -0.9983 -0.6191 0.2010
C3 0.5671 1.3547 0.0751
C4 0.8950 -1.3998 -0.0512
Se1 1.8750 0.0968 -0.5995
H1 -0.8162 0.7891 -1.4215
H2 -1.6341 1.2960 0.2619
H3 -1.4110 -0.7361 1.2069
H4 -1.4129 -1.3927 -0.4424
H5 0.8996 2.4171 -0.3155
H6 0.8401 1.3225 1.1227
H7 1.3036 -1.7204 0.8650
H8 0.7213 -2.2487 -0.6167

Most stable: entry y. Least stable: entry w.

Entry w
ORCA calculation (ωB97M-V/def2-TZVPD) on a 3-piece molecular cluster, C5H11N3O overall.

Its charge is 0. The calculation puts the molar mass at 129.163 g mol⁻¹. Its multiplicity is 1.

Positions of all 20 atoms, in Å:
C1 -0.0406 0.2369 0.2998
C2 0.5983 1.5548 0.6092
C3 0.1519 -0.8952 1.2724
N1 -0.4957 0.0536 -0.9418
N2 -1.1043 -1.1035 -1.2537
C4 -2.3059 0.6909 0.8217
C5 1.6769 -0.4018 -1.3810
N3 2.7131 0.2685 -1.4085
O1 -3.0980 -0.1974 0.6750
H1 -1.5117 -1.6435 -0.4921
H2 -1.7281 -0.9901 -2.0400
H3 3.4674 -0.0209 -2.0473
H4 -2.6630 1.7180 1.1347
H5 1.4270 -1.3324 -1.9252
H6 0.2035 1.9437 1.5513
H7 0.4110 2.2701 -0.1902
H8 1.6781 1.4386 0.7266
H9 0.6652 -1.7422 0.8067
H10 0.7543 -0.5793 2.1230
H11 -0.7992 -1.2689 1.6594

Entry x
ORCA calculation (ωB97M-V/def2-TZVPD) on a 2-piece molecular cluster, C5H11N3O overall.

Its charge is 0. Its SMILES is [H]/N=C(/C)OC.CN=C=N. The calculation puts the molar mass at 129.163 g mol⁻¹. Its multiplicity is 1.

Positions of all 20 atoms, in Å:
C1 2.0658 -0.1960 0.5713
C2 -1.2852 0.3321 -1.6287
C3 1.8224 -1.6739 -1.4499
C4 -1.6152 0.2318 1.9621
C5 -1.0608 0.8017 -0.2484
N1 2.1411 0.5937 1.4913
N2 -0.5480 1.9385 -0.0337
N3 1.5178 -0.6697 -0.4236
O1 -1.5786 -0.0843 0.6387
H1 -0.2886 0.4766 -2.1511
H2 -2.1134 0.9041 -2.2423
H3 -1.4967 -0.6940 -1.6112
H4 1.5143 -1.1992 -2.3723
H5 2.8106 -1.9600 -1.5978
H6 1.2597 -2.4953 -1.1434
H7 -1.3426 1.2983 2.0015
H8 -1.0126 -0.4439 2.5338
H9 -2.7359 0.1215 2.3223
H10 2.2867 0.5606 2.4876
H11 -0.3407 2.1574 0.8939

Entry y
ORCA calculation (ωB97M-V/def2-TZVPD) on C5H11N3O as an isolated structure.

Its charge is 0. The calculation puts the molar mass at 129.163 g mol⁻¹. Its multiplicity is 1.

Positions of all 20 atoms, in Å:
C1 -0.1432 -2.0753 -1.0721
C2 -0.2778 -1.1440 0.0810
N1 1.4646 -0.1070 1.7259
O1 1.3873 -0.5921 0.3965
N2 -1.0699 -1.2147 1.0210
H1 2.4527 -0.0997 1.9574
H2 1.1003 0.8482 1.7197
H3 -0.9292 -0.5889 1.8107
H4 -1.1376 -2.3109 -1.4492
H5 0.3341 -2.9948 -0.7264
H6 0.4561 -1.6532 -1.8727
C3 -0.1586 0.9931 -0.8071
C4 -1.9094 1.8798 0.4284
C5 1.2312 0.7952 -0.8257
N3 -0.6541 1.7356 0.2503
H7 -0.7820 0.7583 -1.6684
H8 -2.2590 2.4316 1.2941
H9 -2.6627 1.4955 -0.2681
H10 1.8711 1.4941 -0.2960
H11 1.6860 0.3494 -1.6993

Entry z
ORCA calculation (ωB97M-V/def2-TZVPD) on C5H11N3O as an isolated structure.

Its charge is 0. The calculation puts the molar mass at 129.163 g mol⁻¹. Its multiplicity is 1.

Positions of all 20 atoms, in Å:
C1 1.9698 -1.1205 0.2667
N1 -0.2966 0.7227 -1.1387
C2 -0.2097 -0.5579 -0.8607
C3 0.5140 -0.7444 0.4225
N2 -1.2029 1.1162 -2.1327
N3 -0.2246 -1.5266 1.3912
C4 0.2437 1.1508 0.6185
C5 -0.5522 1.6760 1.5698
O1 -1.1434 -1.3855 -1.3471
H1 -1.5986 -0.8820 -2.0553
H2 -1.8573 1.7801 -1.7154
H3 -0.6863 1.6559 -2.8306
H4 -1.1255 -1.0850 1.5836
H5 -0.4206 -2.4728 1.0741
H6 1.1690 1.6641 0.3713
H7 2.1136 -2.1387 -0.1240
H8 2.4828 -1.0431 1.2314
H9 2.4826 -0.4541 -0.4384
H10 -0.2036 2.4727 2.2142
H11 -1.4543 1.1718 1.8996

Most stable: entry x. Least stable: entry w.

Entry w
ORCA calculation (ωB97M-V/def2-TZVPD) on a 3-piece molecular cluster, C5H11N3O overall.

Its charge is 0. The calculation puts the molar mass at 129.163 g mol⁻¹. Its multiplicity is 1.

Positions of all 20 atoms, in Å:
C1 -0.0640 0.7624 1.4684
C2 1.6183 1.2287 0.0546
N1 2.2684 0.1704 -0.2886
N2 1.6103 2.4471 -0.0181
H1 1.8182 -0.7996 -0.0601
H2 2.7691 0.2028 -1.1689
H3 0.8073 3.0091 0.2323
H4 0.6415 1.2154 2.1596
H5 -0.6469 1.5044 0.9291
H6 -0.7544 0.2176 2.1051
C3 -0.9419 -0.5872 -1.7826
C4 -1.3481 -0.9319 -0.3821
C5 -0.2526 -1.3812 0.5517
N3 -2.5673 -0.8694 -0.0270
O1 0.8341 -1.8413 0.1233
H7 -2.6901 -1.1468 0.9512
H8 -0.6051 -1.7093 1.5396
H9 -1.8247 -0.4393 -2.4000
H10 -0.3237 -1.3824 -2.2024
H11 -0.3484 0.3306 -1.7853

Entry x
ORCA calculation (ωB97M-V/def2-TZVPD) on a 2-piece molecular cluster, C5H11N3O overall.

Its charge is 0. Its SMILES is [H]/N=C\C(C)=O.C=CNN. The calculation puts the molar mass at 129.163 g mol⁻¹. Its multiplicity is 1.

Positions of all 20 atoms, in Å:
C1 -3.5294 0.8694 -0.1563
N1 1.4133 0.1277 0.1304
C2 -2.1667 0.3696 -0.5394
N2 1.2915 -0.0745 1.5239
O1 -1.2247 1.0944 -0.7654
H1 0.7242 0.7979 -0.1981
H2 1.9202 0.5455 2.0405
H3 1.5644 -1.0331 1.7328
H4 -4.2516 0.5629 -0.9113
H5 -3.5295 1.9527 -0.0688
H6 -3.8249 0.4214 0.7910
C3 -2.0443 -1.1296 -0.6160
C4 2.6638 0.2318 -0.4542
C5 3.8203 -0.1122 0.1024
N3 -0.9743 -1.7811 -0.5955
H7 -0.1266 -1.2104 -0.5147
H8 -2.9774 -1.6834 -0.6855
H9 2.6161 0.5757 -1.4778
H10 3.8994 -0.4673 1.1162
H11 4.7361 -0.0575 -0.4544

Most stable: entry x. Least stable: entry w.

Entry w
ORCA calculation (ωB97M-V/def2-TZVPD) on one molecule with the formula C5H11N3O.

Its charge is 0. Its SMILES is C[C@H]1CN=C(NN)[C@@H]1O. The calculation puts the molar mass at 129.163 g mol⁻¹. Its multiplicity is 1.

Positions of all 20 atoms, in Å:
C1 -2.6842 -0.8319 0.3070
C2 -1.5957 0.1588 -0.2662
C3 -1.2077 1.6341 0.1091
C4 0.7908 0.5596 -0.0897
C5 -0.1888 -0.4679 0.2552
H1 -2.6675 -1.8140 -0.1752
H2 -2.6677 -0.8093 1.4335
H3 -3.7197 -0.4870 0.1012
H4 -1.5874 0.2240 -1.3601
H5 -1.9165 2.2969 -0.3458
H6 -1.2616 1.7012 1.2357
H7 2.6595 1.2489 -0.5357
H8 2.1330 -0.6154 1.4083
H9 2.4790 -1.4464 0.0515
H10 -0.2226 -0.6611 1.2794
H11 -0.3752 -1.6587 -1.4840
N1 0.2961 1.7783 -0.1321
N2 2.1427 0.3353 -0.3674
N3 2.7739 -0.6739 0.5235
O1 -0.0036 -1.7967 -0.4587

Entry x
ORCA calculation (ωB97M-V/def2-TZVPD) on a 2-piece molecular cluster, C5H11N3O overall.

Its charge is 0. Its SMILES is [H]/N=C(\N)[C@@H](O)CC.C#N. The calculation puts the molar mass at 129.163 g mol⁻¹. Its multiplicity is 1.

Positions of all 20 atoms, in Å:
C1 2.3395 0.1692 -0.4061
C2 0.2363 -0.5281 0.8834
C3 1.2049 0.5284 0.5392
O1 0.7570 -1.8067 0.8205
H1 0.3488 -2.2306 0.0293
H2 -0.1855 -0.3794 1.8811
H3 1.5296 1.0582 1.4355
H4 3.0763 -0.4521 0.1053
H5 2.8750 1.0673 -0.7150
H6 1.9313 -0.3781 -1.2538
C4 -1.2823 -0.5422 -0.0095
N1 -2.3732 -0.4034 0.8282
C5 -0.5401 2.0059 -1.0726
N2 -1.5121 1.3544 -0.9543
N3 -1.1992 -1.3837 -0.9674
H7 -2.4218 0.4471 1.3662
H8 -3.2688 -0.6802 0.4505
H9 -2.0581 -1.8944 -1.1509
H10 -0.0332 2.6910 -1.7206
H11 0.5757 1.3573 -0.0890

Entry y
ORCA calculation (ωB97M-V/def2-TZVPD) on a 2-piece molecular cluster, C5H11N3O overall.

Its charge is 0. The calculation puts the molar mass at 129.163 g mol⁻¹. Its multiplicity is 1.

Positions of all 20 atoms, in Å:
C1 -1.5558 1.7002 -1.6930
C2 -0.7895 0.7718 -0.5983
C3 0.3847 -0.1384 -1.1115
C4 0.2696 1.0372 0.6431
C5 1.0483 -1.3298 0.8754
H1 -0.8941 2.7929 -1.9971
H2 -1.7125 0.8331 -2.6861
H3 -2.7604 2.1504 -1.5503
H4 -1.4764 -0.6664 0.4212
H5 0.1507 -1.1511 -1.1924
H6 0.8248 0.1850 -2.2324
H7 0.6062 2.0297 -0.0313
H8 -0.1314 1.1933 1.6840
H9 2.1907 -1.3910 3.2685
H10 2.9119 -1.9843 1.4431
H11 -0.3007 -2.4110 1.8476
N1 1.2139 -0.2013 0.1217
N2 1.9401 -1.8469 1.9255
N3 -0.1219 -1.7331 1.0373
O1 -1.7981 0.1598 -0.1748

Most stable: entry w. Least stable: entry y.

Entry w
ORCA calculation (ωB97M-V/def2-TZVPD) on C5H11N3O as an isolated structure.

Its charge is 0. The calculation puts the molar mass at 129.163 g mol⁻¹. Its multiplicity is 1.

Positions of all 20 atoms, in Å:
C1 -0.3827 0.0156 -1.6137
C2 1.5074 1.3119 -0.6046
C3 -0.9395 -1.3635 -1.7420
N1 0.7531 0.0626 -0.5224
H1 1.3761 -0.7074 -0.7527
H2 0.0708 0.3717 -2.5489
H3 -1.1196 0.7401 -1.2663
H4 0.8458 2.1452 -0.3824
H5 2.3130 1.3031 0.1276
H6 1.9434 1.4379 -1.6037
H7 -0.3062 -2.0030 -2.3523
H8 -0.9270 -1.8190 -0.6661
H9 -1.9576 -1.3558 -2.1183
C4 -0.1804 0.5398 2.0085
N2 -0.8770 0.1050 3.0859
C5 0.1235 -0.6094 1.1082
O1 0.1188 1.7026 1.8319
N3 -0.1219 -1.7700 1.0262
H10 -1.1043 -0.8718 3.1840
H11 -1.1356 0.7646 3.8009

Entry x
ORCA calculation (ωB97M-V/def2-TZVPD) on one molecule with the formula C5H11N3O.

Its charge is 0. The calculation puts the molar mass at 129.163 g mol⁻¹. Its multiplicity is 1.

Positions of all 20 atoms, in Å:
C1 -0.8270 1.1502 -0.4622
C2 1.3856 -1.7716 0.0210
C3 -0.9167 -0.2273 0.6144
C4 0.4838 0.5269 -0.7189
N1 -0.2153 0.1557 1.8503
N2 -1.8903 0.9485 -1.4057
N3 1.6345 1.1449 -0.5905
C5 0.2581 -0.8818 -0.4425
O1 -2.0439 -0.7930 0.6377
H1 -0.7538 2.1523 -0.0311
H2 -0.8632 0.7359 2.3776
H3 -0.1183 -0.6937 2.4034
H4 -2.5716 0.3274 -0.9551
H5 -2.3317 1.8188 -1.6668
H6 2.4837 0.6312 -0.4033
H7 1.6701 2.1485 -0.4916
H8 -0.3931 -1.3340 -1.1876
H9 0.9831 -2.7293 0.3547
H10 2.1117 -1.9858 -0.7711
H11 1.9142 -1.3238 0.8672

Most stable: entry w. Least stable: entry x.

Entry w
ORCA calculation (ωB97M-V/def2-TZVPD) on C6H11P as an isolated structure.

Its charge is 0. The calculation puts the molar mass at 114.128 g mol⁻¹. Its multiplicity is 1.

Positions of all 18 atoms, in Å:
C1 -1.4485 -1.1010 -0.5376
C2 -1.4014 1.3607 0.4711
C3 0.1369 -0.8541 -0.4512
C4 0.4171 0.4651 0.2088
C5 0.7931 -1.9569 0.3895
C6 1.1255 1.7058 -0.4328
P1 -2.6006 0.0023 -0.0914
H1 -1.8617 -2.0027 -0.8848
H2 -1.4683 1.5517 1.5019
H3 -1.5405 2.1519 -0.1553
H4 0.4658 -0.8599 -1.4882
H5 0.8240 0.2894 1.1286
H6 1.8339 -1.8518 0.5976
H7 0.6009 -2.9032 -0.1431
H8 0.2213 -1.9822 1.4884
H9 0.4283 2.2903 -1.0009
H10 2.0388 1.3484 -0.9762
H11 1.4354 2.3463 0.3754

Entry x
ORCA calculation (ωB97M-V/def2-TZVPD) on a 2-piece molecular cluster, C6H11P overall.

Its charge is 0. Its SMILES is C/C=P\CC.C#C. The calculation puts the molar mass at 114.128 g mol⁻¹. Its multiplicity is 1.

Positions of all 18 atoms, in Å:
C1 0.9700 1.2611 -0.9905
C2 -2.7427 1.3740 -0.4402
C3 0.5408 1.3676 0.4128
C4 -2.7064 2.5987 -0.2629
C5 0.7469 -2.9216 1.0174
C6 0.7620 -1.4692 0.2828
P1 0.4366 -0.0190 1.4143
H1 1.8200 0.6524 -1.2111
H2 1.3464 2.2753 -1.3591
H3 -2.4211 0.3572 -0.4135
H4 0.0655 0.8352 -1.5149
H5 0.5092 2.4305 0.6739
H6 -3.0406 3.6129 -0.2880
H7 1.6710 -3.1310 1.5168
H8 -0.0998 -2.8927 1.8184
H9 0.3283 -3.7513 0.2944
H10 0.0983 -1.3531 -0.6885
H11 1.7156 -1.2270 -0.2621

Most stable: entry w. Least stable: entry x.